C35H106N21O22Tl as an isolated structure in a non-equilibrium geometry. Source: the OMol25 dataset; level of theory: wB97M-V/def2-TZVPD.

Atoms and positions in Å:
Tl: 2.51 -2.13 0.92
O: 4.37 -3.32 0.37
O: 1.17 -4.08 0.97
O: -4.71 0.72 4.41
O: 3.89 -0.32 1.70
O: -5.61 -2.42 -2.76
O: 0.64 -1.04 1.67
O: 2.46 -0.17 -0.70
O: 5.85 -2.49 -4.85
O: 0.51 2.38 -2.04
O: -1.99 2.63 -3.38
O: -2.34 -1.67 -2.05
O: 1.08 -2.67 -5.50
O: -1.74 6.39 0.42
O: 1.32 -1.92 -1.21
O: 3.62 -3.07 5.72
O: 1.09 2.85 6.31
O: -1.49 0.46 -0.49
O: -3.59 -3.95 -0.95
O: -0.16 -3.32 3.90
O: -3.19 4.86 -4.25
O: 1.36 -0.21 -2.70
O: 4.62 0.42 -3.20
N: 6.10 2.08 -3.23
N: 6.08 -3.49 -1.07
N: 3.71 -1.82 -5.37
N: -3.17 6.97 -3.40
N: -1.27 2.99 3.48
N: -0.22 -5.64 4.02
N: 3.90 -3.09 -1.89
N: 0.85 1.26 1.71
N: -0.80 8.63 -1.06
N: 5.12 -0.30 -0.21
N: -0.86 -3.09 0.75
N: -4.02 -2.14 3.77
N: -0.80 0.19 2.90
N: -2.09 -4.35 3.40
N: -5.03 5.69 -3.11
N: 2.57 -2.73 3.07
N: 4.68 -3.64 -6.38
N: -2.45 -2.07 -5.31
N: -0.24 -5.02 -0.43
N: 6.00 0.38 1.77
N: 6.52 0.15 -4.44
C: -0.03 4.91 4.32
C: -0.22 2.83 5.79
C: 5.04 -2.70 3.72
C: 4.99 -0.14 1.09
C: -0.77 -4.38 3.77
C: 3.50 -4.21 4.88
C: -6.04 -2.12 2.24
C: 5.70 0.84 -3.59
C: -3.81 5.78 -3.69
C: 0.93 8.17 0.69
C: 0.21 7.68 -0.57
C: 4.78 -3.25 -0.85
C: -0.05 -1.90 -5.58
C: -1.32 -2.71 -6.03
C: 3.17 -3.26 7.02
C: -5.05 -1.30 3.01
C: -0.74 2.81 -4.11
C: -0.12 3.43 4.40
C: 1.75 -0.78 -1.60
C: -4.99 -4.19 -1.34
C: 1.16 2.92 7.72
C: 3.76 -3.57 3.48
C: -5.68 -0.30 4.01
C: -2.88 -0.31 -2.27
C: -5.38 1.73 5.16
C: 1.01 -3.57 -4.35
C: 4.80 -2.63 -5.50
C: -0.54 6.32 -0.41
C: -2.68 5.47 0.04
C: -1.45 -2.71 -7.51
C: -5.26 -3.79 -2.78
C: 0.33 3.28 -3.14
C: 0.24 0.07 2.03
C: 0.02 -4.01 0.45
C: -2.90 0.37 -0.94
H: 5.63 -3.11 4.51
H: -2.11 2.97 4.05
H: -0.39 2.13 -1.74
H: 0.69 -5.73 3.60
H: 6.89 0.33 1.41
H: 0.00 4.22 -2.71
H: -5.48 6.55 -2.85
H: -3.65 7.59 -2.82
H: 0.13 5.61 0.09
H: 0.39 2.31 8.17
H: -0.54 1.85 5.72
H: 0.17 -1.21 -6.37
H: 0.09 8.28 1.48
H: -2.54 -1.14 -5.65
H: 1.68 -3.22 3.22
H: 6.63 -3.28 -1.86
H: -1.24 -1.69 -7.84
H: 3.78 -3.74 -6.85
H: 2.10 -3.46 7.08
H: -6.19 -0.72 4.92
H: -3.27 1.36 -0.96
H: -0.84 6.08 -1.42
H: -1.03 -4.92 -1.06
H: -1.12 1.11 3.18
H: -0.92 5.32 4.66
H: 5.58 -2.70 2.76
H: 3.88 -4.38 2.76
H: -3.94 -0.43 -2.65
H: 0.78 5.32 4.91
H: -4.43 -4.10 -3.38
H: 2.53 -4.79 5.04
H: 6.34 -0.85 -4.58
H: -5.89 1.41 6.03
H: -1.58 8.65 -0.45
H: -4.44 -0.69 2.29
H: -3.51 -1.44 4.26
H: -1.13 -0.35 -0.83
H: -0.74 -3.39 -8.00
H: -5.59 -3.06 2.02
H: -3.26 -3.14 -1.34
H: 0.95 3.90 8.03
H: -0.85 3.30 6.49
H: 0.66 -2.99 -3.52
H: -2.32 0.28 -2.93
H: 4.37 -4.81 5.15
H: -4.53 -2.61 4.54
H: -2.61 3.25 -3.76
H: 1.34 0.78 -2.52
H: 7.35 0.73 -4.71
H: 4.76 -1.68 4.01
H: 6.64 -3.41 -0.23
H: 0.38 2.07 1.41
H: 3.93 -1.15 -4.67
H: 5.36 -4.36 -6.51
H: -0.76 -6.43 3.78
H: 2.02 -3.96 -4.14
H: -0.87 3.54 -4.91
H: 5.35 2.68 -2.93
H: -3.10 5.58 -0.97
H: -0.51 9.56 -1.00
H: -3.53 5.53 0.79
H: -5.91 -2.13 -3.59
H: -0.45 1.87 -4.57
H: -2.31 -1.91 -2.97
H: 1.41 9.17 0.56
H: 4.27 -2.83 -2.79
H: 5.90 0.38 2.79
H: -2.40 -2.95 -7.85
H: 1.61 1.00 1.10
H: -0.52 -2.37 1.39
H: -5.53 4.83 -3.39
H: -4.70 2.62 5.43
H: 0.18 5.36 3.37
H: -1.34 -0.61 3.17
H: 2.50 -1.88 3.65
H: -5.59 -3.61 -0.67
H: -2.53 -5.13 2.99
H: -5.15 -5.23 -1.27
H: -1.37 3.88 2.95
H: 1.36 3.33 -3.57
H: -1.81 -3.24 0.29
H: 4.33 -0.20 -0.90
H: -2.16 7.14 -3.49
H: -6.13 -4.30 -3.16
H: 0.74 2.95 3.98
H: -6.99 -2.37 2.68
H: 6.84 2.62 -3.66
H: -3.37 -2.45 -5.44
H: -6.32 -1.59 1.36
H: 2.19 2.60 7.95
H: 1.68 7.42 0.99
H: 3.84 -3.95 7.60
H: 5.94 0.16 -0.51
H: 3.17 -2.32 7.52
H: 0.36 -4.43 -4.51
H: 0.89 7.39 -1.41
H: 0.62 -5.55 -0.65
H: 2.75 -2.08 -5.64
H: -2.52 -3.45 3.32
H: -3.37 -0.29 -0.29
H: -6.15 2.13 4.54
H: -0.35 -1.33 -4.68
H: -2.25 4.51 0.18
H: -1.19 -3.74 -5.54
H: -6.39 0.28 3.46
H: 2.99 -2.78 -1.73

Results
- Kohn-Sham gap: 7.95 eV
- Molar mass: 1377.74 g mol⁻¹
- Total charge: +2